[1]
13
Properties=species:S:1:pos:R:3 method="wB97M-V/def2-TZVPD" smiles=CC.NO homo_ev=-10.074 relative_energy_kcal_mol=48.4
O 3.38 -0.77 -0.14
N 3.00 0.59 0.15
C -2.70 -0.30 0.01
C -1.22 0.17 -0.05
H -0.90 0.09 1.01
H 2.03 0.66 -0.20
H 3.86 -1.10 0.70
H -1.14 1.23 -0.31
H -0.64 -0.38 -0.70
H -3.14 0.11 0.89
H 3.48 1.12 -0.53
H -2.69 -1.39 -0.02
H -3.32 -0.02 -0.83

[2]
13
Properties=species:S:1:pos:R:3 method="wB97M-V/def2-TZVPD" smiles=COC.N homo_ev=-9.557 relative_energy_kcal_mol=20.0
O 0.07 -0.21 0.46
N 0.75 -0.16 -2.67
C 0.18 1.18 0.76
C -0.71 -0.91 1.41
H -0.24 -0.22 -2.83
H -1.72 -1.07 1.01
H -0.81 -0.37 2.34
H 1.13 -1.09 -2.77
H -0.25 -1.89 1.56
H 0.95 1.35 1.52
H -0.77 1.56 1.13
H 1.02 0.13 -1.74
H 0.41 1.68 -0.16

[3]
13
Properties=species:S:1:pos:R:3 method="wB97M-V/def2-TZVPD" total_charge=+1 multiplicity=2 homo_ev="-16.295 / -14.016" relative_energy_kcal_mol=52.5
O -0.17 0.25 -0.87
N -1.01 -0.81 2.29
C 0.51 1.54 -0.94
C 0.58 -0.99 -0.85
H 1.19 1.81 -0.17
H -0.32 -1.08 2.91
H -0.01 -1.83 -1.00
H 1.47 -0.99 -1.66
H -0.22 2.44 -0.95
H -0.75 -0.29 1.52
H 1.09 -1.12 0.10
H -1.67 -0.24 2.85
H 1.11 1.74 -1.90

[4]
13
Properties=species:S:1:pos:R:3 method="wB97M-V/def2-TZVPD" total_charge=+1 multiplicity=2 homo_ev="-11.631 / -11.631" relative_energy_kcal_mol=88.6
O -1.70 -3.64 0.75
N 3.32 4.08 -2.18
C -1.47 -2.43 -0.03
C -0.70 -3.64 -0.30
H 3.96 4.76 -2.58
H -2.11 2.24 5.05
H 2.87 3.60 -2.94
H -2.85 2.30 4.99
H -1.27 -1.63 0.68
H 0.31 -3.75 0.09
H 2.68 4.57 -1.57
H -2.17 -2.15 -0.82
H -0.87 -4.33 -1.13

[5]
14
Properties=species:S:1:pos:R:3 method="wB97M-V/def2-TZVPD" smiles="C=CN.O.O" homo_ev=-8.286 relative_energy_kcal_mol=9.5
O 1.63 -0.97 1.73
O 0.14 -2.36 -1.19
N -1.61 0.77 0.38
C -0.12 1.89 -1.12
C -0.55 1.65 0.11
H -2.00 0.30 -0.41
H -0.05 2.01 0.99
H 0.10 -1.56 -0.65
H 2.56 -0.90 1.45
H 0.71 2.57 -1.27
H -0.53 1.48 -2.04
H -2.20 1.02 1.16
H 1.33 -1.86 1.50
H 1.07 -2.41 -1.44

[6]
16
Properties=species:S:1:pos:R:3 method="wB97M-V/def2-TZVPD" smiles="O=CNCO.O.O" homo_ev=-9.949 relative_energy_kcal_mol=28.7
O -0.64 0.08 0.50
O 1.03 -4.63 2.92
O 0.35 0.54 -1.98
O 2.17 1.14 0.40
N -1.42 1.69 -1.03
C -1.73 0.86 0.16
C -0.60 1.30 -2.03
H 1.65 -5.29 2.58
H 2.04 0.47 -0.29
H 2.55 0.64 1.12
H -2.19 2.29 -1.29
H -2.00 1.50 1.00
H -0.89 1.69 -3.02
H 1.58 -3.83 2.96
H -0.06 -0.04 -0.27
H -2.58 0.22 -0.07

[7]
16
Properties=species:S:1:pos:R:3 method="wB97M-V/def2-TZVPD" smiles="CNC(=O)O.O.O" homo_ev=-9.366 relative_energy_kcal_mol=36.5
O -1.36 -0.59 -0.54
O -1.37 -3.13 0.93
O 2.83 1.78 1.03
O 0.06 0.02 1.19
N 0.28 0.88 -0.93
C -0.42 1.40 -2.02
C -0.30 0.09 0.03
H 0.47 1.97 -2.65
H -1.76 -1.29 -0.09
H 2.29 1.77 1.79
H 1.08 1.47 -0.66
H -0.49 0.51 -2.83
H -0.66 -3.85 0.85
H -1.42 -3.13 1.91
H 3.16 0.99 1.16
H -1.51 1.90 -1.89

[8]
16
Properties=species:S:1:pos:R:3 method="wB97M-V/def2-TZVPD" smiles="O=CNCO.O.O" homo_ev=-10.411 relative_energy_kcal_mol=6.5
O 0.70 -0.19 1.08
O -1.68 -0.63 -0.87
O 2.61 0.73 -0.91
O -0.94 -2.33 1.20
N -0.35 1.18 -0.58
C -0.10 0.91 0.83
C -1.28 0.45 -1.24
H 0.00 2.03 -0.99
H -1.60 0.91 -2.18
H 3.25 0.09 -1.23
H -1.42 -1.90 0.46
H -1.06 0.82 1.33
H 0.11 -0.94 1.27
H 0.33 1.83 1.24
H 2.12 0.22 -0.24
H -0.69 -3.18 0.83

[9]
16
Properties=species:S:1:pos:R:3 method="wB97M-V/def2-TZVPD" total_charge=+1 multiplicity=2 homo_ev="-14.282 / -14.281" relative_energy_kcal_mol=11.2
O -3.46 0.30 -1.27
O -0.55 0.46 0.18
O 3.55 2.66 1.88
O -1.62 -1.41 -0.37
N 1.79 -0.56 -0.44
C -0.55 -0.72 -0.03
C 0.72 -1.52 -0.15
H -2.26 -0.84 -0.87
H 2.32 -0.88 -1.25
H 0.65 -2.20 -1.00
H 4.33 2.19 2.18
H 1.34 0.38 -0.49
H 3.78 3.59 1.89
H -4.39 0.54 -1.31
H 0.90 -2.08 0.77
H -3.13 0.65 -0.41

[10]
15
Properties=species:S:1:pos:R:3 method="wB97M-V/def2-TZVPD" smiles=CSS.NCO homo_ev=-8.594 relative_energy_kcal_mol=15.0
S -2.70 -0.33 0.71
S -2.28 -0.26 -1.34
O 2.16 1.18 -0.18
N 0.35 1.09 1.43
C -0.97 -1.46 -1.60
C 1.47 0.42 0.79
H 2.20 0.18 1.56
H -1.00 -2.25 -0.84
H -1.44 0.01 1.07
H 1.53 1.42 -0.87
H 0.69 1.74 2.13
H -1.02 -1.67 -2.66
H 0.05 -1.13 -1.34
H 1.13 -0.55 0.42
H -0.17 1.61 0.73

[11]
13
Properties=species:S:1:pos:R:3 method="wB97M-V/def2-TZVPD" total_charge=+1 homo_ev=-14.687 relative_energy_kcal_mol=68.7
P 1.22 0.56 2.01
N -0.66 -0.34 0.20
C -1.25 -0.15 -1.15
C 0.74 0.02 0.37
H 1.49 -0.60 -0.29
H 1.82 -0.63 2.21
H 2.47 1.08 1.56
H -2.17 -0.73 -1.29
H -0.53 -0.46 -1.83
H -0.79 -1.39 0.23
H -1.45 0.86 -1.39
H -1.15 0.11 1.02
H 0.89 1.62 -0.42

[12]
14
Properties=species:S:1:pos:R:3 method="wB97M-V/def2-TZVPD" total_charge=+1 homo_ev="-9.697 / -9.695" relative_energy_kcal_mol=120.0
S -2.21 0.92 -0.27
P -4.08 -0.42 0.25
N 3.28 0.17 -0.18
C 2.63 -0.58 0.58
C -0.82 -0.06 -0.22
H 2.66 -0.32 1.58
H -2.10 1.21 -1.61
H 1.91 -1.17 0.10
H 3.89 0.76 0.34
H -4.02 -1.21 -0.87
H 0.19 0.15 -0.66
H 3.29 0.10 -1.21
H -0.57 -0.49 0.82
H -4.83 0.50 -0.43

[13]
13
Properties=species:S:1:pos:R:3 method="wB97M-V/def2-TZVPD" smiles=CSC.N homo_ev=-8.536 relative_energy_kcal_mol=13.3
S 0.04 0.50 0.23
N -2.10 -2.25 0.57
C 1.37 -0.36 -0.63
C 0.62 2.24 0.10
H 2.21 -0.54 0.04
H 0.90 -1.22 -1.11
H -2.36 -2.23 1.55
H 1.58 2.14 -0.40
H -1.87 -1.38 0.11
H -0.12 2.91 -0.30
H 1.74 0.27 -1.45
H -3.01 -2.49 0.18
H 0.99 2.41 1.11

[14]
13
Properties=species:S:1:pos:R:3 method="wB97M-V/def2-TZVPD" smiles=CN.CS homo_ev=-9.097 relative_energy_kcal_mol=12.3
S 2.73 0.47 -0.73
N -2.42 -0.11 -0.44
C 2.07 -0.91 0.23
C -1.37 0.80 0.02
H 2.04 -1.78 -0.42
H -2.08 -1.06 -0.49
H -3.22 -0.09 0.18
H -0.55 0.76 -0.68
H 1.83 1.39 -0.40
H 2.75 -1.12 1.05
H -1.08 0.60 1.06
H -1.78 1.81 -0.01
H 1.07 -0.76 0.62

[15]
13
Properties=species:S:1:pos:R:3 method="wB97M-V/def2-TZVPD" smiles=CNC.S homo_ev=-8.455 relative_energy_kcal_mol=23.3
S 2.02 1.11 1.61
N -1.57 -0.60 -0.65
C -2.34 -0.72 -1.85
C -0.16 -0.87 -0.64
H -3.44 -0.79 -1.71
H 0.75 1.23 1.32
H -1.95 -1.65 -2.31
H -0.10 -1.64 -1.43
H 0.06 -1.39 0.31
H -1.88 0.19 -0.10
H 0.47 -0.02 -0.94
H 2.05 -0.27 1.52
H -2.19 0.08 -2.60

[16]
12
Properties=species:S:1:pos:R:3 method="wB97M-V/def2-TZVPD" total_charge=+1 homo_ev=-16.794 relative_energy_kcal_mol=0.0
O 1.71 -0.18 -0.46
C -1.52 0.08 -0.39
C -0.63 0.12 0.90
H -0.23 -0.89 1.05
H 0.73 -0.18 0.06
H -1.17 0.65 1.67
H -2.27 0.86 -0.34
H 2.26 0.49 -0.01
H 0.15 0.89 0.70
H -2.13 -0.80 -0.20
H 2.30 -0.91 -0.71
H -1.07 0.11 -1.38

[17]
13
Properties=species:S:1:pos:R:3 method="wB97M-V/def2-TZVPD" total_charge=+1 homo_ev=-16.417 relative_energy_kcal_mol=29.2
O 0.45 -2.56 0.90
O -0.02 -0.25 -0.60
C 0.14 2.27 -0.36
C -0.70 1.05 -0.18
H 1.10 2.23 0.25
H 0.70 -2.37 1.82
H -0.25 -1.14 -0.25
H 0.09 -3.55 0.91
H -0.81 0.91 1.00
H -1.77 0.90 -0.54
H 0.92 -0.12 -0.86
H -0.65 3.09 -0.03
H 0.51 2.54 -1.47

no.,energy (hartree)
1,-211.507975
2,-211.553154
3,-211.161683
4,-211.104155
5,-286.803171
6,-437.301689
7,-437.289302
8,-437.337015
9,-436.984453
10,-1007.939948
11,-477.298064
12,-875.437304
13,-534.508507
14,-534.510017
15,-534.492609
16,-156.486185
17,-231.753075